(1)
{"formula": "C4H13NO", "method": "the ωB97M-V functional and the def2-TZVPD basis", "lumo_ev": 0.9, "mol_weight_g_mol": 91.2, "smiles": "CCOCC.N", "charge": 0, "symbols": ["C", "C", "N", "H", "H", "H", "H", "H", "H", "H", "H", "C", "O", "C", "H", "H", "H", "H", "H"], "positions_angstrom": [[0.132, 0.314, -2.034], [0.779, -1.022, -1.713], [-1.621, 5.597, 2.356], [-0.800, 0.188, -2.599], [-0.292, 0.724, -1.110], [0.764, 1.043, -2.517], [1.788, -0.840, -1.308], [0.851, -1.618, -2.617], [-1.355, 6.323, 1.702], [-1.187, 4.720, 2.105], [-2.624, 5.499, 2.251], [-0.006, -1.565, 0.524], [0.035, -1.817, -0.850], [0.864, -2.623, 1.228], [-1.047, -1.594, 0.819], [0.371, -0.582, 0.840], [1.066, -2.392, 2.269], [1.762, -2.685, 0.615], [0.374, -3.589, 1.121]], "nbo_charge": [-0.644, -0.051, -1.070, 0.208, 0.205, 0.214, 0.153, 0.186, 0.357, 0.358, 0.355, -0.061, -0.544, -0.628, 0.178, 0.159, 0.207, 0.209, 0.208]}



(2)
{"formula": "C4H13NO", "method": "the ωB97M-V functional and the def2-TZVPD basis", "lumo_ev": 0.8, "mol_weight_g_mol": 91.2, "smiles": "CCCNC.O", "charge": 0, "symbols": ["C", "C", "C", "N", "C", "H", "H", "H", "H", "H", "H", "H", "H", "H", "H", "H", "H", "H", "O"], "positions_angstrom": [[0.237, -1.001, 1.653], [0.120, -1.829, 0.377], [-0.661, -1.139, -0.733], [-0.049, 0.091, -1.214], [-1.009, 0.948, -1.904], [-0.696, -1.061, 2.224], [1.058, -1.353, 2.276], [0.325, 0.084, 1.500], [1.118, -2.067, -0.012], [-0.356, -2.801, 0.545], [-0.824, -1.776, -1.615], [-1.683, -0.959, -0.338], [0.390, 0.568, -0.455], [-1.651, 0.316, -2.509], [-1.571, 1.616, -1.239], [-0.448, 1.569, -2.618], [1.600, 3.139, 1.715], [1.518, 2.046, 0.651], [1.195, 2.289, 1.516]], "nbo_charge": [-0.622, -0.410, -0.206, -0.631, -0.415, 0.204, 0.214, 0.214, 0.198, 0.208, 0.186, 0.150, 0.342, 0.196, 0.177, 0.192, 0.476, 0.467, -0.940]}



(3)
{"formula": "C4H13NO", "method": "the ωB97M-V functional and the def2-TZVPD basis", "lumo_ev": 1.0, "mol_weight_g_mol": 91.2, "smiles": "CNC(C)C.O", "charge": 0, "symbols": ["C", "N", "C", "C", "C", "H", "H", "H", "H", "H", "H", "H", "H", "H", "H", "H", "H", "H", "O"], "positions_angstrom": [[-0.123, -1.379, -1.441], [-0.789, -0.216, -0.830], [0.780, 1.740, -0.686], [0.003, 0.650, 0.061], [1.027, -0.127, 0.903], [0.823, -1.120, -1.935], [-0.859, -1.887, -2.048], [0.140, -2.080, -0.648], [-1.246, 0.331, -1.551], [1.208, 2.483, -0.011], [0.149, 2.282, -1.401], [1.532, 1.257, -1.309], [-0.745, 1.053, 0.750], [1.120, 0.425, 1.830], [2.015, -0.200, 0.457], [0.675, -1.096, 1.254], [-2.405, -0.359, 2.744], [-1.506, -0.740, 1.490], [-1.800, -1.015, 2.371]], "nbo_charge": [-0.419, -0.650, -0.622, -0.053, -0.636, 0.168, 0.209, 0.194, 0.357, 0.216, 0.202, 0.204, 0.182, 0.222, 0.208, 0.222, 0.472, 0.485, -0.959]}



How do the energies compare? Relative to the most stable structure, in eV: (1) 0.324; (2) 0.084; (3) 0.000.



(1)
{"formula": "C4H13NO", "method": "the ωB97M-V functional and the def2-TZVPD basis", "lumo_ev": 1.0, "mol_weight_g_mol": 91.2, "smiles": "CCO.CNC", "charge": 0, "symbols": ["O", "C", "C", "H", "H", "H", "H", "H", "H", "N", "C", "C", "H", "H", "H", "H", "H", "H", "H"], "positions_angstrom": [[-0.428, 0.696, 1.021], [-1.236, 2.926, 0.982], [-0.260, 1.953, 0.360], [0.201, 0.058, 0.625], [-1.033, 3.035, 2.060], [-2.270, 2.565, 0.853], [-1.148, 3.917, 0.505], [-0.458, 1.850, -0.725], [0.778, 2.319, 0.480], [1.032, -1.447, -0.305], [0.513, -1.329, -1.665], [0.416, -2.565, 0.403], [2.047, -1.599, -0.349], [-0.554, -1.056, -1.608], [0.606, -2.261, -2.247], [1.054, -0.528, -2.195], [0.508, -3.523, -0.135], [0.886, -2.672, 1.396], [-0.655, -2.341, 0.544]], "nbo_charge": [-0.765, -0.622, -0.060, 0.494, 0.211, 0.210, 0.204, 0.148, 0.152, -0.641, -0.422, -0.422, 0.360, 0.201, 0.171, 0.203, 0.169, 0.207, 0.204]}



(2)
{"formula": "C4H13NO", "method": "the ωB97M-V functional and the def2-TZVPD basis", "lumo_ev": 0.8, "mol_weight_g_mol": 91.2, "smiles": "CCNCC.O", "charge": 0, "symbols": ["C", "N", "C", "C", "C", "H", "H", "H", "H", "H", "H", "H", "H", "H", "H", "H", "H", "H", "O"], "positions_angstrom": [[-1.220, -0.863, -0.586], [-0.132, -1.113, -1.536], [0.684, 0.040, -1.803], [1.556, -0.060, -3.054], [-0.769, -0.602, 0.848], [-1.776, -0.009, -0.969], [-1.941, -1.653, -0.720], [0.406, -1.907, -1.227], [0.049, 0.912, -1.897], [1.376, 0.358, -0.998], [1.950, 0.915, -3.284], [2.423, -0.707, -2.881], [1.014, -0.522, -3.878], [0.315, -0.590, 0.948], [-1.029, -1.460, 1.482], [-1.208, 0.254, 1.359], [-0.955, 2.155, 5.726], [-0.431, 2.534, 4.331], [-0.163, 2.163, 5.182]], "nbo_charge": [-0.224, -0.622, -0.217, -0.608, -0.648, 0.186, 0.198, 0.351, 0.183, 0.153, 0.209, 0.195, 0.212, 0.213, 0.209, 0.211, 0.469, 0.469, -0.938]}



How do the energies compare? Relative to the most stable structure, in eV: (1) 0.000; (2) 0.096.



(1)
{"formula": "C2H7N3", "method": "the ωB97M-V functional and the def2-TZVPD basis", "lumo_ev": 1.0, "mol_weight_g_mol": 73.1, "smiles": "[H]/N=C/N.C=N", "charge": 0, "symbols": ["C", "N", "H", "H", "H", "N", "C", "N", "H", "H", "H", "H"], "positions_angstrom": [[1.107, 2.529, -0.996], [0.277, 2.205, -0.082], [0.906, 3.681, -1.228], [1.900, 2.041, -1.763], [0.436, 1.233, 0.341], [-1.357, -1.610, 1.317], [-0.490, -1.919, 0.295], [0.174, -0.984, -0.213], [-1.463, -0.739, 1.708], [-1.923, -2.230, 1.685], [-0.538, -3.080, -0.124], [0.971, -1.127, -0.940]], "nbo_charge": [-0.075, -0.611, 0.147, 0.163, 0.366, -0.798, 0.301, -0.772, 0.391, 0.369, 0.148, 0.370]}



(2)
{"formula": "C2H7N3", "method": "the ωB97M-V functional and the def2-TZVPD basis", "lumo_ev": 1.0, "mol_weight_g_mol": 73.1, "smiles": "[H]/N=C/NNC", "charge": 0, "symbols": ["C", "C", "H", "H", "H", "H", "H", "H", "H", "N", "N", "N"], "positions_angstrom": [[-1.680, 0.347, -0.242], [1.368, 0.107, 0.094], [-2.720, 0.270, 0.215], [-1.746, 0.278, -1.338], [-1.333, 1.334, 0.067], [-0.893, -0.783, 1.227], [0.713, -1.675, -0.458], [1.038, 1.011, 0.593], [3.190, 0.704, 0.107], [-0.896, -0.758, 0.214], [0.366, -0.721, -0.321], [2.592, -0.114, -0.158]], "nbo_charge": [-0.418, 0.260, 0.199, 0.208, 0.166, 0.332, 0.382, 0.141, 0.346, -0.447, -0.463, -0.705]}



How do the energies compare? Relative to the most stable structure, in eV: (1) 1.027; (2) 0.000.



(1)
{"formula": "C2H7N3", "method": "the ωB97M-V functional and the def2-TZVPD basis", "lumo_ev": 0.8, "mol_weight_g_mol": 73.1, "smiles": "[H]/N=C\\N(C)N", "charge": 0, "symbols": ["C", "C", "H", "H", "H", "H", "H", "H", "H", "N", "N", "N"], "positions_angstrom": [[0.010, -0.971, 1.197], [-0.267, 1.312, 0.208], [1.187, -1.101, 0.986], [0.050, -0.144, 1.938], [-0.646, -1.821, 1.412], [-0.777, -1.160, -1.724], [0.613, -0.748, -1.647], [-0.323, 1.776, 1.179], [0.540, 1.340, -1.658], [-0.477, -0.053, 0.109], [-0.309, -0.362, -1.240], [0.398, 1.930, -0.759]], "nbo_charge": [-0.423, 0.232, 0.193, 0.211, 0.223, 0.370, 0.329, 0.183, 0.364, -0.294, -0.702, -0.686]}



(2)
{"formula": "C2H7N3", "method": "the ωB97M-V functional and the def2-TZVPD basis", "lumo_ev": 0.9, "mol_weight_g_mol": 73.1, "smiles": "[H]/N=C/NNC", "charge": 0, "symbols": ["C", "C", "H", "H", "H", "H", "H", "H", "H", "N", "N", "N"], "positions_angstrom": [[0.000, -1.913, -0.726], [0.203, 0.827, 0.842], [-0.064, -2.614, -1.826], [-1.196, -1.918, -0.350], [0.869, -2.131, 0.087], [1.165, -0.369, -1.507], [-1.010, 1.008, -0.899], [1.165, 0.305, 0.951], [0.368, 1.578, 2.616], [0.167, -0.603, -1.266], [-0.323, 0.463, -0.417], [-0.203, 1.663, 1.716]], "nbo_charge": [-0.447, 0.272, 0.216, 0.228, 0.196, 0.349, 0.392, 0.125, 0.354, -0.480, -0.494, -0.711]}



(3)
{"formula": "C2H7N3", "method": "the ωB97M-V functional and the def2-TZVPD basis", "lumo_ev": 0.7, "mol_weight_g_mol": 73.1, "smiles": "[H]/N=C(\\N)CN", "charge": 0, "symbols": ["C", "C", "H", "H", "H", "H", "H", "H", "H", "N", "N", "N"], "positions_angstrom": [[-0.384, 0.096, 0.827], [0.439, -0.172, -0.351], [-2.458, -0.119, 0.416], [-2.360, 1.163, -0.152], [0.277, 0.774, 1.594], [-0.517, -0.910, 1.237], [2.267, -0.647, -0.617], [1.833, -0.714, 0.982], [0.839, -0.854, -2.095], [-1.891, 0.660, 0.776], [1.836, -0.042, 0.141], [0.026, -0.366, -1.519]], "nbo_charge": [-0.288, 0.404, 0.346, 0.370, 0.222, 0.216, 0.350, 0.360, 0.327, -0.843, -0.809, -0.656]}



How do the energies compare? Relative to the most stable structure, in eV: (1) 0.921; (2) 0.634; (3) 0.000.